2 unconnected molecules or ions with the total composition C6H14N2O2, computed with ωB97M-V/def2-TZVPD.

The geometry in XYZ format:
```
24
Properties=species:S:1:pos:R:3:nbo_charge:R:1
O -0.856 -1.140 1.459 -0.6586
O -0.931 2.071 -2.784 -0.3804
N -0.794 0.582 -1.091 -0.1554
N 1.332 -1.013 2.026 -0.5933
C -0.346 1.788 -1.788 0.6483
C 0.755 -2.579 0.343 -0.7033
C -1.579 -0.393 -1.758 -0.5006
C 0.804 2.460 -1.156 -0.7666
C 0.300 -1.507 1.313 0.6518
C 1.110 0.062 2.991 -0.4279
H 1.823 -2.730 0.340 0.2248
H 0.975 -0.348 3.992 0.2216
H 0.525 3.058 -0.316 0.2791
H 2.277 -1.314 1.880 0.4106
H -1.934 0.085 -2.675 0.2661
H 1.168 3.212 -1.854 0.2840
H 0.226 0.646 2.760 0.2222
H 1.714 1.897 -0.947 0.2685
H 0.598 -2.226 -0.683 0.2008
H -0.944 -1.260 -1.917 0.2789
H -0.387 0.243 -0.204 0.4470
H 0.277 -3.550 0.478 0.2646
H -2.566 -0.575 -1.322 0.3099
H 2.011 0.672 2.948 0.2081
```

The gap between HOMO and LUMO (spin up / spin down) is 10.173 / 5.085 eV. As for the electronic energy: -496.69329 Ha. The relative energy (zero: lowest compared OMol25 entry of this formula, charge and spin) is 101.1 kJ/mol. The calculation puts the lowest unoccupied orbital energy (spin up / spin down) at -3.3 / -8.4 eV. The value obtained for the max |F| is 2.218 eV Å⁻¹. Its molecular weight is 146.19 g mol⁻¹. As for the total charge: +1. As for the spin multiplicity: 2.

=====

A molecular structure, C6H14N2O2Sn, computed with ωB97M-V/def2-TZVPD.

The geometry in XYZ format:
```
25
Properties=species:S:1:pos:R:3:lowdin_charge:R:1
Sn 19.312 3.578 1.323 1.4397
O 17.856 4.006 2.041 -0.2802
O 20.881 4.318 1.242 -0.2139
N 22.768 5.477 1.855 0.0853
N 15.634 4.194 1.945 0.0863
C 16.739 4.095 2.580 -0.4317
C 20.955 5.095 3.493 0.0241
C 23.442 5.340 0.620 -0.0358
C 21.548 4.862 2.094 -0.4262
C 16.643 3.782 4.069 0.0684
C 15.333 4.397 0.562 0.0172
H 24.521 5.363 0.772 0.1142
H 20.788 4.122 3.954 0.1008
H 14.733 3.538 0.264 0.1243
H 14.772 4.357 2.445 0.1839
H 23.260 4.422 0.061 0.1125
H 15.819 4.307 4.552 0.1129
H 17.619 3.953 4.524 0.0917
H 14.699 5.276 0.436 0.1203
H 16.551 2.707 4.220 0.1190
H 20.011 5.640 3.452 0.0965
H 16.302 4.508 0.076 0.0923
H 23.217 6.225 0.025 0.1147
H 23.098 6.162 2.520 0.1724
H 21.627 5.564 4.211 0.1113
```

The gap between HOMO and LUMO is 8.440 eV. As for the electronic energy: -710.57939 Ha. The relative energy (zero: lowest compared OMol25 entry of this formula, charge and spin) is 384.5 kJ/mol. The calculation puts the lowest unoccupied orbital energy at -7.9 eV. The value obtained for the max |F| is 14.334 eV Å⁻¹. Its molecular weight is 264.90 g mol⁻¹. As for the total charge: +2.

=====

2 unconnected molecules or ions with the total composition C6H14N2S2, computed with ωB97M-V/def2-TZVPD.

The geometry in XYZ format:
```
24
Properties=species:S:1:pos:R:3:nbo_charge:R:1
S -4.840 0.183 -0.323 0.3566
S 0.767 2.003 -1.193 0.0124
N -0.999 0.463 0.191 -0.3416
N 1.538 -1.054 0.469 -0.7403
C -0.296 1.748 0.285 -0.1956
C -3.454 0.054 0.687 -0.4129
C 0.564 -1.076 -0.611 0.2042
C -2.192 0.306 0.428 0.3876
C -0.303 -2.248 -0.724 -0.7320
C 0.578 1.836 1.542 -0.6469
H 0.250 1.143 2.315 0.2311
H -1.036 2.551 0.289 0.2588
H 1.634 1.680 1.313 0.2044
H -0.163 2.448 -2.036 0.1737
H 1.156 -1.500 1.317 0.4607
H 0.832 -0.507 -1.485 0.2613
H -4.216 0.528 -1.468 0.1483
H 0.199 -3.044 -1.294 0.2991
H 1.822 -0.079 0.688 0.4701
H -3.715 -0.209 1.708 0.3107
H 0.508 2.841 1.952 0.2904
H -0.590 -2.667 0.241 0.2444
H 2.395 -1.575 0.204 0.4744
H -1.196 -2.015 -1.299 0.2813
```

The gap between HOMO and LUMO (spin up / spin down) is 5.862 / 7.790 eV. As for the electronic energy: -1142.13017 Ha. The relative energy (zero: lowest compared OMol25 entry of this formula, charge and spin) is 189.0 kJ/mol. The calculation puts the lowest unoccupied orbital energy (spin up / spin down) at -10.1 / -8.7 eV. The value obtained for the max |F| is 2.394 eV Å⁻¹. Its molecular weight is 178.33 g mol⁻¹. As for the total charge: +2.

=====

A molecular structure, C6H14N3Ni, computed with ωB97M-V/def2-TZVPD.

The geometry in XYZ format:
```
24
Properties=species:S:1:pos:R:3:nbo_charge:R:1
Ni -0.637 0.735 -1.655 0.7523
N 0.438 -0.852 -2.374 -1.0611
N 1.086 -1.152 3.897 -0.8376
N -0.112 0.195 0.144 -0.6728
C 0.623 1.007 0.967 0.0894
C -0.553 -1.008 0.620 -0.1898
C -0.160 -1.496 1.871 -0.2986
C 0.674 -0.686 2.692 0.0712
C -1.619 1.359 -2.901 -0.9897
C 1.049 0.595 2.222 -0.4381
H -0.481 -2.479 2.214 0.1790
H -1.213 -1.585 -0.023 0.1536
H -1.378 1.924 -1.046 -0.0732
H 0.066 -1.677 -1.901 0.3740
H 1.673 1.249 2.844 0.1816
H 0.864 1.995 0.580 0.2042
H -1.795 2.530 -2.826 0.1974
H -1.060 1.206 -3.925 0.1596
H 0.736 1.787 -1.867 -0.4807
H 0.840 -2.045 4.247 0.3714
H -2.540 0.707 -2.769 0.1743
H 1.697 -0.566 4.503 0.3661
H 0.373 -0.994 -3.381 0.3682
H 1.428 -0.748 -2.133 0.3994
```

The gap between HOMO and LUMO (spin up / spin down) is 3.478 / 7.421 eV. As for the electronic energy: -1909.41351 Ha. The relative energy (zero: lowest compared OMol25 entry of this formula, charge and spin) is 24.8 kJ/mol. The calculation puts the lowest unoccupied orbital energy (spin up / spin down) at 3.8 / 3.7 eV. The value obtained for the max |F| is 5.789 eV Å⁻¹. Its molecular weight is 186.89 g mol⁻¹. As for the total charge: -1. As for the spin multiplicity: 3.

=====

A gas-phase ion, C6H14N3O (charge +1), computed with ωB97M-V/def2-TZVPD.

The geometry in XYZ format:
```
24
Properties=species:S:1:pos:R:3:nbo_charge:R:1
O -2.134 0.343 -0.598 -0.7022
N 2.052 0.302 -2.698 -0.7850
N 0.540 0.247 -0.925 -0.5865
N 2.769 -0.190 -0.637 -0.7626
C -1.977 1.313 1.611 -0.6547
C -1.611 0.164 0.690 0.3781
C -1.520 -1.298 1.077 -0.4345
C 1.760 0.096 -1.416 0.6820
C 0.037 -1.488 0.845 -0.4347
C 0.262 0.009 0.486 -0.1323
H -3.024 1.666 1.562 0.2408
H 0.563 -1.653 1.814 0.2181
H -0.269 0.664 -1.355 0.4397
H 3.718 -0.097 -0.989 0.4277
H 0.541 -2.071 0.065 0.2170
H -1.644 1.243 2.564 0.2345
H -1.384 2.109 1.084 0.2063
H 2.760 0.119 -3.363 0.4453
H 0.881 0.590 1.240 0.2092
H 2.678 -0.555 0.301 0.4325
H 1.200 0.488 -3.314 0.4119
H -1.728 -1.425 2.134 0.2308
H -2.267 1.283 -0.684 0.4784
H -2.202 -1.859 0.505 0.2402
```

The gap between HOMO and LUMO is 9.972 eV. As for the electronic energy: -476.24801 Ha. The relative energy (zero: lowest compared OMol25 entry of this formula, charge and spin) is 34.2 kJ/mol. The calculation puts the lowest unoccupied orbital energy at -2.8 eV. The value obtained for the max |F| is 5.521 eV Å⁻¹. Its molecular weight is 144.20 g mol⁻¹. As for the total charge: +1.

=====

3 unconnected molecules or ions with the total composition C6H14N3O3, computed with ωB97M-V/def2-TZVPD.

The geometry in XYZ format:
```
26
Properties=species:S:1:pos:R:3:nbo_charge:R:1
O 1.482 -1.478 0.847 -0.6839
O 1.550 -3.716 0.924 -0.6553
O -1.585 -0.621 -0.073 -0.6000
N 0.301 1.089 -0.116 -0.2479
N -0.847 1.299 0.099 0.1946
N -3.721 0.092 0.313 -0.5600
C 1.273 1.779 -0.931 -0.2713
C -3.488 0.898 1.322 -0.1467
C 2.040 2.729 0.070 -0.6059
C -2.787 -0.663 -0.269 0.4911
C 1.289 -2.581 0.323 0.8372
C 0.523 -2.716 -0.978 -0.7192
H -4.694 0.014 -0.093 0.4417
H 2.598 2.119 0.810 0.2315
H 1.659 -3.617 1.921 0.5191
H -4.233 1.651 1.654 0.2142
H 0.547 -3.767 -1.164 0.2425
H -2.479 0.949 1.875 0.2174
H 1.073 -2.086 -1.658 0.2337
H 1.264 3.108 0.748 0.2182
H 2.103 1.125 -1.269 0.2630
H 0.595 0.197 0.439 0.4747
H 0.662 2.387 -1.650 0.2471
H 2.623 3.432 -0.571 0.2555
H -3.287 -1.405 -0.916 0.1464
H -0.453 -2.349 -0.777 0.2623
```

The gap between HOMO and LUMO (spin up / spin down) is 9.670 / 5.673 eV. As for the electronic energy: -626.59464 Ha. The relative energy (zero: lowest compared OMol25 entry of this formula, charge and spin) is 484.6 kJ/mol. The calculation puts the lowest unoccupied orbital energy (spin up / spin down) at -3.9 / -5.2 eV. The value obtained for the max |F| is 4.744 eV Å⁻¹. Its molecular weight is 176.20 g mol⁻¹. As for the total charge: +1.